90
Properties=species:S:1:pos:R:3:forces:R:3 method="wB97M-V/def2-TZVPD" e_tot_ev=-102007.224 max_force_ev_per_a=6.22 smiles="CCOC(=O)C(F)(F)F.CCOC(=O)C(F)(F)F.CCOC(=O)C(F)(F)F.CCOC(=O)C(F)(F)F.CCOC(=O)C(F)(F)F.CCOC(=O)C(F)(F)F.CO" e_above_lowest_kj_mol=174.9
C 1.6694 -1.6557 -3.0650 -1.4 -0.2 0.1
C 2.6833 -2.2531 -2.1458 1.0 -0.6 -0.7
O 2.2620 -2.0959 -0.7750 1.5 0.4 1.0
C 3.2402 -2.2080 0.1584 3.2 -1.7 -1.4
O 4.4609 -2.4776 -0.0453 -5.1 1.3 0.8
C 2.6299 -2.1874 1.6064 0.9 -0.6 -0.6
F 2.3505 -3.4695 1.9796 0.0 0.8 -0.3
F 3.5566 -1.7186 2.4393 -0.5 0.1 0.0
F 1.5131 -1.4735 1.6750 0.2 0.0 0.2
H 0.7018 -2.1399 -2.9328 -0.1 -0.4 0.1
H 1.9082 -1.8065 -4.1178 0.3 0.2 0.1
H 1.4174 -0.6195 -2.8395 0.7 0.2 -0.2
H 3.6761 -1.8611 -2.3668 -0.1 0.5 0.7
H 2.8579 -3.3159 -2.3130 -0.5 -0.2 0.0
C -1.9481 0.6781 -0.9416 -0.1 -0.1 -0.2
C -0.6984 0.0118 -0.4527 -0.4 -1.7 -2.0
O 0.0253 0.8846 0.3424 1.6 1.7 2.2
C 0.7935 1.8743 -0.1569 -0.4 -2.3 -4.4
O 1.0171 2.0117 -1.3691 -0.6 -0.1 2.9
C 1.5414 2.7338 0.8357 -1.8 0.3 -0.9
F 1.3819 3.9904 0.4023 0.4 0.2 0.5
F 1.1046 2.5845 2.0488 -1.1 0.4 1.8
F 2.7800 2.3987 0.8732 2.7 -0.3 -0.6
H -2.5142 1.0310 -0.0796 0.1 0.4 -0.2
H -2.6160 -0.0346 -1.4254 0.2 -0.1 -0.2
H -1.6502 1.4603 -1.6398 -0.5 0.2 0.1
H -0.0663 -0.4103 -1.2340 0.1 0.7 -0.5
H -0.9544 -0.9409 0.0110 0.1 0.5 1.4
C -0.1418 -8.1066 4.3344 0.1 0.8 -0.4
C 0.2940 -7.3512 3.0461 0.1 -0.9 -0.2
O -0.6556 -6.4815 2.4217 -1.1 3.8 1.3
C -0.8475 -5.1607 2.9284 3.6 -1.3 3.3
O -0.2987 -4.6890 3.9786 -2.8 -2.2 -5.1
C -1.8238 -4.3617 2.0112 0.8 -0.6 0.4
F -1.2942 -3.1657 1.6826 -0.3 -0.9 -0.3
F -2.1804 -5.0678 0.9112 0.3 1.1 0.8
F -2.8794 -4.1387 2.7707 -0.9 0.2 -0.1
H -0.2962 -7.4601 5.1983 0.4 0.3 -0.1
H 0.6661 -8.8020 4.5620 -0.1 -0.1 0.1
H -1.0816 -8.6551 4.2717 0.1 -0.1 -0.6
H 0.4466 -8.0287 2.2060 -0.1 -0.6 0.3
H 1.2743 -6.8777 3.1013 -0.2 0.5 0.7
C 8.6793 1.9179 -3.8947 0.6 -0.6 -0.5
C 8.0078 0.5639 -3.7462 0.2 0.9 1.1
O 6.6037 0.8166 -3.4485 -0.5 -0.5 -0.7
C 6.1955 1.0179 -2.2125 2.5 -0.3 2.1
O 6.8964 0.9937 -1.2063 -1.5 0.1 -1.8
C 4.6989 1.3186 -2.1513 -1.3 0.5 1.0
F 4.0083 0.3646 -1.4411 0.9 0.9 -0.5
F 4.4661 2.5212 -1.5507 0.4 -1.2 -0.4
F 4.1764 1.3666 -3.3589 -0.4 0.0 -0.4
H 9.6343 1.7419 -4.3897 0.2 0.1 0.1
H 8.8981 2.3555 -2.9207 -0.3 0.2 -0.2
H 8.1197 2.5521 -4.5823 -0.1 0.2 0.4
H 8.4415 0.0429 -2.8927 -0.1 -0.2 -0.1
H 8.1054 -0.0417 -4.6472 -0.6 0.1 0.1
C -2.2230 0.0994 3.6810 0.8 -0.4 0.3
C -1.6214 1.3169 3.0757 0.2 -0.4 -1.6
O -2.1568 2.4194 3.7224 -1.1 4.8 1.5
C -2.1102 3.7259 3.2296 0.7 -1.4 -4.1
O -1.7303 4.0242 2.0780 -0.8 -1.0 3.9
C -2.8253 4.8477 4.0917 0.9 -0.4 -1.7
F -1.9534 5.6389 4.7099 0.3 0.1 -0.2
F -3.5494 5.6149 3.2237 0.4 -0.8 1.1
F -3.5769 4.3012 4.9921 -1.3 -0.3 0.9
H -1.7145 -0.7341 3.1965 -0.3 -0.3 -0.1
H -3.2892 0.0872 3.4548 0.0 -0.2 0.5
H -1.9281 0.0563 4.7295 -0.6 -0.2 0.2
H -1.9938 1.3067 2.0513 0.7 0.4 -0.3
H -0.5354 1.3584 3.1583 -0.1 -0.2 -0.3
C -5.8463 0.9143 -2.7417 -0.4 0.5 0.8
C -6.9088 0.5137 -1.6670 0.8 -0.9 -1.6
O -7.0237 1.4415 -0.6114 1.8 1.3 2.1
C -5.9766 1.5120 0.3108 0.9 -4.2 -1.7
O -4.9929 0.7482 0.3480 -3.1 2.5 -0.3
C -6.1867 2.5623 1.3802 -0.1 0.8 -1.0
F -5.1750 3.4494 1.1150 -1.0 -0.4 1.2
F -7.3756 3.1884 1.1681 1.2 -0.4 1.1
F -6.0951 2.0303 2.6220 -0.2 1.1 -1.3
H -4.9331 1.2815 -2.2735 0.1 -0.4 0.0
H -6.2088 1.7614 -3.3239 -0.2 0.0 0.0
H -5.6256 0.1204 -3.4552 0.0 -0.2 0.3
H -6.7658 -0.4757 -1.2325 0.4 0.0 -0.1
H -7.8570 0.4690 -2.2028 -0.2 0.3 0.5
C -0.3341 4.5116 -3.8294 0.8 -0.7 0.3
O -1.4461 5.2475 -4.2549 -0.4 0.2 -0.2
H 0.3118 5.0555 -3.1401 0.0 0.3 0.0
H -0.6457 3.6097 -3.3026 -0.3 0.1 0.0
H 0.2905 4.1713 -4.6554 0.0 0.0 -0.2
H -1.2342 5.6480 -5.1013 -0.1 0.1 0.1